The ion C5H14N2 with charge +1. Source: the Open Molecules 2025 dataset; level of theory: wB97M-V/def2-TZVPD.

Positions of all 21 atoms, in Å:
1 C -0.901462 1.957633 1.765660
2 C -0.822861 0.934049 0.659642
3 C 0.553419 0.621497 0.039835
4 C 0.552538 -0.730244 -0.609174
5 C 1.567050 -1.644071 -0.383570
6 N 1.550894 -2.889502 -1.233637
7 N -1.720199 1.307172 -0.534328
8 H -1.929467 2.243627 1.986721
9 H -0.260178 2.830099 1.697848
10 H -0.540005 1.401910 2.636908
11 H -1.189974 -0.032903 0.995587
12 H 0.838452 1.414777 -0.665976
13 H 1.240150 0.677681 0.888422
14 H -0.454371 -1.149401 -0.841364
15 H 2.317570 -1.702512 0.392465
16 H 1.013014 -3.657613 -0.841456
17 H 1.255963 -2.550492 -2.151750
18 H 2.509953 -3.225737 -1.255385
19 H -1.789105 0.452378 -1.089658
20 H -2.575177 1.791402 -0.289230
21 H -1.216203 1.950249 -1.167560

Forces on atoms 1 to 3 (eV/Å):
0.1963 -0.6274 0.5600
0.4455 0.2258 -0.7827
-0.3217 -0.0160 0.5321

Computed properties:
expectation value of S²	0.75
frontier orbital gap (spin up / spin down)	0.18766 / 0.31247	Eh
total charge	+1
spin multiplicity	2
HOMO energy (spin up / spin down)	-8.015 / -11.457	eV
energy above the lowest of the compared OMol25 structures with the same formula, charge and spin	201.6	kJ/mol

Here are the natural (NBO) charges for atoms 1 to 6, given in e: number 1, C, carries -0.65; number 2, C, carries -0.03; number 3, C, carries -0.44; number 4, C, carries -0.50; number 5, C, carries -0.29; number 6, N, carries -0.69